1.
Here is C33H36I2N5O4RbS2 as an isolated structure from the Open Molecules 2025 dataset. Energies are from wB97M-V/def2-TZVPD.

Geometry (Å):
1 I -1.66802 3.97280 0.70774
2 I -3.20259 1.27254 2.44617
3 Rb -0.52383 -1.11746 0.14207
4 S -1.92713 0.43283 -2.43758
5 S 2.29859 -3.12960 -0.53702
6 O -2.20314 -0.99803 -2.45914
7 O 1.74094 0.41934 0.15355
8 O -2.55677 1.15129 -1.34820
9 O 1.54310 -3.17664 0.75949
10 N 0.21186 -0.50375 -4.19943
11 N 1.83122 0.24446 -2.60666
12 N 0.38688 -0.84669 3.03397
13 N -0.36495 0.73765 -2.26633
14 N -3.87795 2.76661 -7.52930
15 C 2.04169 2.06620 1.90864
16 C 0.54452 0.13769 -3.05966
17 C 4.28494 -4.62213 -4.27762
18 C -3.08786 3.04393 -5.25888
19 C 1.96893 0.20309 4.47681
20 C 2.16881 -0.98656 5.15338
21 C 5.92574 -3.04230 0.73705
22 C 3.93108 -4.87701 -1.90483
23 C -3.39146 2.21977 -6.34702
24 C 0.81451 1.51752 2.65060
25 C 6.08770 -5.35764 -2.87435
26 C 1.19489 -1.05070 -4.89534
27 C -2.81051 0.29146 -5.01901
28 C 5.25559 -5.27978 -1.76644
29 C 0.60010 -1.99270 3.68085
30 C 3.03764 -4.77559 -0.69846
31 C -3.40324 2.80681 0.99525
32 C 2.52498 -0.99266 -4.51856
33 C 2.69366 1.04238 0.99292
34 C 4.12198 -2.43762 2.20614
35 C 3.45016 -4.54952 -3.17176
36 C 3.80964 -2.16705 -0.27425
37 C -2.51467 1.11926 -3.94712
38 C 1.06548 0.24247 3.41585
39 C 2.77808 -0.31275 -3.33851
40 C 1.47348 -2.11495 4.74856
41 C 4.89815 -2.80625 3.29592
42 C -2.65346 2.49548 -4.06792
43 C -3.25218 0.83787 -6.20960
44 C 6.70179 -3.40393 1.82926
45 C 6.18613 -3.29016 3.11269
46 C 4.63184 -2.55979 0.91474
47 C 5.60451 -5.02550 -4.13206
48 H 3.56560 -4.97578 0.23514
49 H -2.42248 3.13170 -3.22275
50 H -4.19007 3.46439 1.34105
51 H 4.37443 -2.26464 -1.20523
52 H 3.79461 -0.21085 -2.96618
53 H -3.64992 3.73334 -7.69112
54 H -2.68423 -0.77535 -4.90453
55 H 3.90133 -4.36530 -5.25650
56 H 3.31185 -1.43905 -5.10780
57 H 1.82315 0.66892 -0.79227
58 H -3.20316 4.11715 -5.35197
59 H 6.32944 -3.12844 -0.26488
60 H 1.60546 -3.06817 5.24160
61 H 6.25277 -5.08418 -4.99639
62 H 2.49825 1.10237 4.76469
63 H 7.70876 -3.77020 1.67639
64 H 0.44645 2.28570 3.33592
65 H 0.91074 -1.56016 -5.81232
66 H -3.49350 0.19145 -7.04533
67 H 3.43638 -1.14371 -0.21486
68 H 2.85945 -1.03228 5.98643
69 H 6.78813 -3.57120 3.96695
70 H 1.72977 2.93490 1.32337
71 H 2.17953 -5.44731 -0.75531
72 H -3.63285 2.32997 0.05270
73 H 2.79212 2.42326 2.62135
74 H 3.11614 -2.06658 2.35472
75 H 0.00968 1.33410 1.94109
76 H 5.63430 -5.53356 -0.78373
77 H -3.76570 2.19629 -8.35090
78 H 2.42198 -4.23061 -3.29517
79 H 3.16156 0.25942 1.60280
80 H 7.11432 -5.67849 -2.75429
81 H 4.49048 -2.70910 4.29388
82 H 3.48925 1.50735 0.40367
83 H 0.05413 -2.85819 3.32379

E (hartree): -3269.757198
LUMO level (eV): 0.27
ΔE to the lowest compared entry with this formula, charge and spin (kcal/mol): 4.72
HOMO level (Ha): -0.2800

Mulliken atomic charge list, values in e, 8 entries:
1. I 0.04
2. I 0.02
3. Rb 0.79
4. S 1.18
5. S 0.60
6. O -0.69
7. O 0.32
8. O -0.60

=====

2.
Here is the molecule C3H5NSSi from the Open Molecules 2025 dataset. Energies are from wB97M-V/def2-TZVPD.

Geometry (Å):
1 S 2.71340 0.98385 0.79103
2 Si -1.51889 -0.14045 -0.33894
3 N 1.69465 -1.42255 0.18755
4 C 1.16211 1.44052 0.21823
5 C 0.13981 0.68171 -0.07349
6 C 2.69016 -0.72056 0.46366
7 H -1.30853 -0.74030 -1.67401
8 H 1.32204 2.49891 0.07510
9 H -2.29775 1.09165 -0.29893
10 H 3.62385 -1.05132 0.33038
11 H -1.50654 -1.00719 0.82720

E (hartree): -859.542637
LUMO level (spin up / spin down) (eV): -1.00 / -1.00
ΔE to the lowest compared entry with this formula, charge and spin (kcal/mol): 100.92
HOMO level (spin up / spin down) (Ha): -0.2939 / -0.2939

Mulliken atomic charge list, values in e, 8 entries:
1. S -0.08
2. Si 0.31
3. N -0.51
4. C 0.14
5. C -0.35
6. C -0.11
7. H -0.04
8. H 0.30

=====

3.
Here is the molecule CH6N2S from the Open Molecules 2025 dataset. Energies are from wB97M-V/def2-TZVPD.

Geometry (Å):
1 S -1.71221 -0.51223 0.25736
2 N 0.25846 1.45313 -0.03322
3 N -0.22572 0.17936 -0.41341
4 C 0.83130 -0.96801 0.08719
5 H 1.83889 -0.75786 -0.27829
6 H 0.69357 -0.97830 1.13455
7 H -2.30323 -0.34396 -0.87277
8 H 0.60700 1.73300 0.87063
9 H 0.49221 -1.84947 -0.30565
10 H -0.48027 2.04434 -0.44640

E (hartree): -549.295830
LUMO level (eV): 1.01
SMILES: CN(N)S
ΔE to the lowest compared entry with this formula, charge and spin (kcal/mol): 57.34
HOMO level (Ha): -0.3158

Mulliken atomic charge list, values in e, 8 entries:
1. S -0.17
2. N -0.41
3. N -0.19
4. C -0.86
5. H 0.29
6. H 0.40
7. H 0.15
8. H 0.21

=====

4.
Here is a 2-piece molecular cluster, C8H17FN3OS overall from the Open Molecules 2025 dataset. Energies are from wB97M-V/def2-TZVPD.

Geometry (Å):
1 S 3.48174 0.81366 1.17684
2 F 0.95634 -1.25826 1.62808
3 O -6.40660 1.25151 1.16013
4 N -1.01721 0.06876 -0.93236
5 N -5.89918 -0.14412 -0.55234
6 N -4.24690 1.11143 0.51058
7 C -5.58600 0.76633 0.41806
8 C 0.63641 -0.79217 0.41613
9 C -0.85546 -0.97304 0.11816
10 C -0.11312 0.98026 -0.86672
11 C 2.31375 1.12505 -0.17248
12 C 4.51308 -1.60518 0.09953
13 C 0.88162 0.71806 0.20945
14 C 4.77956 -0.10917 0.29798
15 H 0.54512 1.29371 1.08996
16 H 1.21572 -1.32115 -0.35236
17 H 5.68131 0.06460 0.88990
18 H -5.23659 -0.55272 -1.18138
19 H -1.73720 0.07662 -1.64792
20 H -1.14158 -1.95905 -0.24670
21 H 2.63085 0.57028 -1.06245
22 H 4.93274 0.40329 -0.65654
23 H 2.32321 2.19219 -0.42128
24 H 3.44446 -1.83193 0.16735
25 H 5.00968 -2.19966 0.86945
26 H -6.86601 -0.40292 -0.63442
27 H -1.48809 -0.69884 0.96913
28 H -3.53040 0.74470 -0.08268
29 H -0.08371 1.82535 -1.55296
30 H 4.87482 -1.94069 -0.87680
31 H -4.01237 1.78310 1.21868

E (hartree): -1052.342255
LUMO level (eV): -5.14
Net charge: +1
HOMO level (Ha): -0.4419

Mulliken atomic charge list, values in e, 8 entries:
1. S -0.05
2. F -0.32
3. O -0.59
4. N 0.02
5. N -0.33
6. N -0.30
7. C 0.56
8. C 0.11

=====

5.
Here is a 5-piece molecular cluster, C10H30O5 overall from the Open Molecules 2025 dataset. Energies are from wB97M-V/def2-TZVPD.

Geometry (Å):
1 O 1.79540 1.79149 2.05788
2 O -2.11906 -3.44946 -2.06058
3 O -0.33642 0.13681 0.20939
4 O 1.76321 1.06195 -1.69845
5 O -1.83226 -1.31759 2.21054
6 C 2.98592 -0.27768 1.58740
7 C -2.45542 1.36043 -0.29171
8 C 2.72166 0.84839 2.60822
9 C -1.53046 -3.84654 -3.28110
10 C 2.13355 2.38082 -1.38269
11 C -1.41310 0.33631 -0.68815
12 C -0.87763 -2.53054 -3.83061
13 C -1.67080 0.60122 3.77098
14 C 3.04160 2.87252 -2.45149
15 C -2.37936 -0.69523 3.40822
16 H -1.57499 -1.77072 -4.18340
17 H -2.20323 -2.20156 2.15973
18 H -0.69713 -4.54244 -3.18426
19 H -1.00203 0.58438 -1.66671
20 H 2.69984 2.37509 -0.45134
21 H -3.17670 1.54877 -1.08695
22 H -0.63443 0.53047 4.10120
23 H 1.16960 0.72414 -1.02383
24 H -1.85585 -0.65914 -0.72230
25 H 1.15561 2.85090 -1.27907
26 H -2.27204 -4.27656 -3.95433
27 H -1.76885 1.30459 2.94409
28 H 3.49761 3.83141 -2.20511
29 H -0.66074 -0.28903 1.00631
30 H 2.50260 0.41020 3.58192
31 H 3.89140 2.19838 -2.55855
32 H 3.61294 1.42827 2.84790
33 H -2.06247 2.32441 0.03143
34 H -0.44863 -2.78087 -4.80086
35 H 2.80420 -0.10453 0.52670
36 H -2.32604 -1.39777 4.23990
37 H 2.48447 2.89985 -3.38794
38 H 1.06505 1.26314 1.72767
39 H -1.40494 -3.04526 -1.56234
40 H 3.97776 -0.69386 1.76390
41 H -0.10127 -2.12117 -3.18425
42 H 2.30064 -1.09959 1.79468
43 H -3.07893 0.95182 0.50351
44 H -2.26556 1.04849 4.56741
45 H -3.45471 -0.56472 3.28707

E (hartree): -774.774424
LUMO level (spin up / spin down) (eV): -2.50 / -9.41
Net charge: +1
ΔE to the lowest compared entry with this formula, charge and spin (kcal/mol): 11.44
Multiplicity: 2
HOMO level (spin up / spin down) (Ha): -0.4536 / -0.4536
Expectation value of S²: 0.754

Mulliken atomic charge list, values in e, 8 entries:
1. O -0.49
2. O -0.47
3. O -0.45
4. O -0.11
5. O -0.44
6. C -0.78
7. C -1.30
8. C -0.29

=====

6.
Here is the molecule C16H17N3O5S from the Open Molecules 2025 dataset. Energies are from wB97M-V/def2-TZVPD.

Geometry (Å):
1 S -0.00982 -0.60074 -1.52717
2 O -0.28378 1.69314 0.90531
3 O 2.34045 3.62592 -4.00982
4 O 3.70974 2.68169 -2.52221
5 O 2.50078 2.67598 0.56196
6 O -1.45705 -5.50109 1.96665
7 N -2.43762 0.74825 2.21204
8 N 1.86795 1.35380 -1.27406
9 N 0.99686 -0.09270 1.42287
10 C 2.00623 0.18522 0.45354
11 C 0.20827 1.84776 -2.85471
12 C -1.41480 -4.14749 2.08187
13 C -0.73461 -3.59995 3.16490
14 C -0.36548 2.37411 -4.12067
15 C -0.12480 0.65706 1.51701
16 C 1.65695 -0.05403 -1.04987
17 C -0.66501 -2.22813 3.31251
18 C -2.02521 -3.30491 1.15867
19 C -1.95062 -1.93522 1.31346
20 C -0.69667 1.04483 -1.98145
21 C 1.47432 2.04662 -2.43022
22 C 2.50934 2.87024 -3.08434
23 C -1.26905 -1.38229 2.38958
24 C 2.15597 1.66999 0.02517
25 C -1.16420 0.11969 2.50938
26 H -1.64838 0.82987 -2.46173
27 H 1.00502 -0.99561 1.87584
28 H -3.02198 0.81196 3.03566
29 H 2.36475 -0.69423 -1.58522
30 H -0.86152 1.56663 -1.03389
31 H 2.94694 -0.27595 0.75791
32 H -0.77173 0.37642 3.51263
33 H -2.42539 -1.27690 0.60433
34 H 4.36174 3.27297 -2.92902
35 H -0.71474 1.54466 -4.73596
36 H -1.96079 -5.74682 1.18122
37 H -0.13946 -1.81319 4.16187
38 H -2.27442 1.68185 1.84667
39 H -1.22577 3.00335 -3.89528
40 H -0.27234 -4.26320 3.87835
41 H 0.36609 2.95688 -4.66958
42 H -2.55616 -3.72645 0.31581

E (hartree): -1558.594001
LUMO level (eV): 0.44
SMILES: CC1=C(C(=O)O)N2C(=O)[C@@H](NC(=O)[C@@H](N)c3ccc(O)cc3)[C@H]2SC1
ΔE to the lowest compared entry with this formula, charge and spin (kcal/mol): 0.00
HOMO level (Ha): -0.3176

Mulliken atomic charge list, values in e, 8 entries:
1. S -0.26
2. O -0.75
3. O -0.62
4. O -0.43
5. O -0.67
6. O -0.56
7. N -0.63
8. N 0.19

=====

no.,molar mass (g mol⁻¹),largest force on an atom (eV Å⁻¹)
1,970.09,0.531
2,115.23,4.880
3,78.14,4.585
4,222.31,0.699
5,230.35,2.707
6,363.39,0.675